[1]
Entry from the Open Molecules 2025 dataset: the molecule C4H6FNOS (the ωB97M-V functional and the def2-TZVPD basis).

Its SMILES is C=CS/C(CF)=N\O. As for the charge: 0. The calculation puts the total energy at -21332.8714 eV. The calculation puts the gap between HOMO and LUMO at 10.09 eV. Its LUMO energy is 0.65 eV. The calculation puts the relative energy (zero: lowest compared OMol25 entry of this formula, charge and spin) at 3.0339 eV.

The geometry in XYZ format:
```
14
Properties=species:S:1:pos:R:3:forces:R:3
C -2.9374 -0.0387 -0.5160 -0.27 -0.30 -0.37
C -1.7071 -0.4580 -0.2940 0.70 -0.67 -0.36
S -0.6538 0.2878 0.9263 0.04 0.12 -0.04
C 0.9410 0.1203 0.1299 0.15 0.20 -0.25
C 1.6460 -1.2060 0.1836 0.18 0.50 0.16
F 0.8543 -2.1844 -0.4081 0.11 -0.07 -0.01
N 1.5580 1.0881 -0.4418 -0.09 -0.84 0.29
O 0.9915 2.2980 -0.4796 -1.28 0.36 0.48
H -3.5737 -0.5819 -1.2071 0.10 0.02 0.03
H -3.3765 0.8259 -0.0555 0.02 0.26 0.28
H -1.2587 -1.3358 -0.8033 -0.48 0.70 0.42
H 2.5934 -1.1084 -0.3639 -0.26 -0.20 0.17
H 1.8125 -1.4953 1.2310 0.01 -0.05 -0.31
H 0.0812 2.2434 -0.0413 1.08 -0.05 -0.49
```
Forces are in eV/Å.

***

[2]
Entry from the Open Molecules 2025 dataset: the molecule C4H6FNOS (the ωB97M-V functional and the def2-TZVPD basis).

Its SMILES is CC(=O)N(S)/C=C\F. As for the charge: 0. The calculation puts the total energy at -21331.6510 eV. The calculation puts the gap between HOMO and LUMO at 9.54 eV. Its LUMO energy is 0.57 eV. The calculation puts the relative energy (zero: lowest compared OMol25 entry of this formula, charge and spin) at 4.2543 eV.

The geometry in XYZ format:
```
14
Properties=species:S:1:pos:R:3:forces:R:3
C 1.6135 1.5211 0.3070 1.00 -6.49 0.37
C 0.3449 0.8207 -0.1439 -0.73 -1.36 -2.17
O -0.5925 1.4314 -0.5540 -0.45 2.12 0.06
N 0.1677 -0.6207 -0.4513 3.14 1.71 0.94
S 1.3142 -1.7224 0.2214 -1.79 -0.69 0.49
C -1.1092 -0.9731 -1.0119 -0.09 -0.45 3.68
C -2.0184 -0.7937 0.0358 -3.83 1.13 -1.22
F -1.8096 0.0304 1.2623 0.26 -2.76 -3.21
H 1.5208 2.4863 0.3127 -1.47 5.50 0.62
H 1.9617 1.0939 1.2603 0.05 0.37 -0.34
H 2.4087 1.4221 -0.4270 0.14 -0.86 -0.18
H 0.5091 -2.3396 1.2439 0.95 0.95 -1.19
H -1.0419 -1.4682 -2.0593 -1.06 0.80 2.26
H -3.2689 -0.8882 0.0039 3.89 0.01 -0.11
```
Forces are in eV/Å.